*i*
{"formula": "C20H36KN5PS2", "method": "ωB97M-V/def2-TZVPD", "charge": 1, "homo_lumo_gap_ev": 8.3, "e_homo_ev": -10.117, "symbols": ["N", "H", "H", "H", "H", "C", "C", "C", "C", "H", "H", "K", "H", "N", "H", "S", "H", "H", "H", "H", "H", "H", "C", "H", "H", "H", "C", "H", "H", "N", "C", "C", "H", "H", "C", "C", "H", "H", "N", "C", "C", "H", "H", "C", "H", "H", "H", "H", "C", "H", "C", "H", "C", "H", "H", "S", "P", "H", "H", "C", "N", "H", "C", "C", "C"], "positions_angstrom": [[1.1124, 3.6225, -0.2375], [6.3554, -1.6859, 2.9341], [7.0288, -2.0030, 0.5361], [-3.4604, -2.4910, -3.3107], [-0.5469, 4.8785, 1.6108], [-3.8820, -3.2120, -0.6396], [4.1975, -1.8778, 3.2511], [-5.3582, -2.8388, -0.7350], [-3.3308, -0.4760, -0.1571], [0.1187, 6.0154, -3.4866], [-1.9343, -2.0610, 3.3857], [0.4413, -1.8151, -1.1165], [5.8700, -2.9238, -0.4630], [0.9493, -2.2652, 1.6769], [-3.6377, -3.5070, 0.3866], [3.1030, -2.6748, -0.3608], [-0.4522, 5.0814, -2.1025], [-3.5793, -0.8563, 0.8394], [5.8201, -1.1592, -0.4689], [-5.6344, -2.5683, -1.7509], [-2.0640, 1.0777, -0.9812], [-0.4920, 3.5316, 2.7435], [-2.1381, -0.8342, -3.6664], [-5.9666, -3.6912, -0.4410], [-0.6460, 4.4468, -3.7334], [-4.1173, -0.9156, -2.8085], [1.3794, 4.3357, -2.9930], [-1.2748, -1.4900, -3.8026], [2.0637, 4.9220, -2.3700], [3.1713, -2.1175, 2.3474], [-2.3398, 0.6688, -0.0102], [0.0130, 5.0141, -3.0830], [-1.1848, 3.3019, 1.1360], [-1.0001, -2.4102, 1.1007], [1.3890, -1.9402, 3.9961], [3.7451, -2.2558, 1.0973], [2.0831, -1.8280, 4.8096], [-1.8110, 0.0846, -3.1799], [1.2888, 2.9936, -2.4583], [-3.2147, -1.5326, -2.8435], [-0.4017, 3.8058, 1.6968], [1.1213, 4.5845, -0.5337], [-0.3106, -1.7746, 5.2708], [1.8139, -2.1143, 2.6710], [-3.6734, -4.0747, -1.2800], [1.8250, 4.2633, -3.9862], [1.7582, 3.9160, 1.7134], [1.0954, 2.3099, 1.3286], [0.0359, -1.9135, 4.2599], [-4.2464, -0.1148, -0.6362], [-0.3463, -2.2558, 1.9515], [-2.7783, 1.4716, 0.5811], [1.1819, 2.6559, -1.1617], [-5.6034, -2.0131, -0.0726], [1.3035, 2.2177, -3.1023], [1.1900, 1.0406, -0.7464], [-2.6514, -1.9096, -1.1190], [-2.5269, -0.5788, -4.6499], [-1.4339, 0.3280, 0.4917], [6.0106, -2.0362, 0.1554], [5.0833, -2.0625, 1.2521], [4.0323, -1.7608, 4.2996], [5.3593, -1.8417, 2.5721], [0.9677, 3.3826, 1.1779], [-0.8674, -2.0726, 3.2169]]}

=====

*ii*
{"formula": "C20H36KN5PS2", "method": "ωB97M-V/def2-TZVPD", "charge": 1, "homo_lumo_gap_ev": 8.4, "e_homo_ev": -10.207, "symbols": ["H", "N", "H", "N", "C", "H", "H", "C", "N", "C", "C", "C", "H", "H", "H", "H", "H", "H", "H", "H", "H", "H", "H", "S", "H", "C", "N", "H", "H", "C", "C", "H", "H", "H", "H", "H", "H", "C", "H", "H", "C", "N", "H", "C", "S", "C", "H", "P", "C", "H", "H", "H", "H", "C", "C", "C", "K", "C", "C", "C", "C", "H", "H", "H", "H"], "positions_angstrom": [[4.2901, -2.2369, -1.3562], [-0.4120, 4.0274, 2.5435], [5.3441, -0.3904, -0.2883], [-4.5221, -2.2474, -1.5845], [-4.6128, -0.9413, -1.1265], [0.6798, 6.1689, 4.9871], [-0.2058, -2.9436, -1.0093], [4.8550, -0.1097, 0.6451], [-5.9241, -0.6232, -1.2451], [2.8704, -2.6580, 1.1121], [1.9155, 4.9670, -0.1432], [-6.4772, 0.6705, -0.8743], [1.9370, 5.9955, -0.5031], [-0.8603, 3.1801, 2.8460], [-1.3613, 5.1163, 3.9999], [3.7908, 5.0988, 0.9371], [3.9207, -2.9207, 0.9681], [2.4112, -3.8214, -1.9894], [-5.9931, -3.6631, -2.3587], [-2.4543, -6.1707, -2.6760], [-0.2447, -5.2634, -1.8872], [3.1504, 0.8929, -0.2493], [5.3237, 0.8127, 0.9911], [0.3501, 2.4070, 0.5954], [2.8879, 0.4196, 1.3952], [-0.4403, 5.1885, 3.4240], [-2.2111, -2.5974, -1.2750], [-6.0128, 1.4579, -1.4632], [3.9375, 4.4877, -0.7115], [2.5626, -2.8725, -2.5065], [1.9920, -3.9087, 1.0786], [2.8019, -2.1880, 2.0973], [-7.7089, -1.6187, -1.9257], [-4.4409, -4.7629, -2.5398], [-7.5467, 0.6405, -1.0652], [1.4565, 4.3560, -0.9163], [3.4706, -0.9403, -2.2014], [-1.1494, -4.6739, -1.8450], [0.9399, -3.6615, 1.2378], [1.6996, 5.3517, 3.8002], [3.3521, 0.0878, 0.4626], [1.0293, 4.9481, 1.0197], [5.0770, -0.8817, 1.3826], [-2.3717, -5.1680, -2.2779], [-3.4789, 0.1429, -0.5319], [-5.7958, -2.6844, -1.9724], [3.2726, 3.4471, 0.5563], [2.3826, -1.3691, -0.1140], [-3.4964, -4.3730, -2.2005], [1.5815, -2.4972, -2.8055], [3.1231, -3.0876, -3.4167], [1.0257, 5.7707, 1.5993], [0.8185, 4.4086, 4.9985], [3.3136, 4.4710, 0.1829], [0.7616, 5.2855, 4.3537], [-6.6483, -1.6783, -1.7593], [-0.5961, -0.3197, -0.1347], [-3.3666, -3.0828, -1.6824], [3.3034, -1.8598, -1.6334], [0.3314, 3.8863, 1.4327], [-1.1346, -3.3853, -1.3580], [2.2841, -4.6132, 1.8578], [-0.5544, 6.0918, 2.8193], [2.0667, -4.4331, 0.1249], [-6.2895, 0.8680, 0.1784]]}

=====

*ii* is favored, and the nearest alternative lies 0.302 eV above it.

=====

*i*
{"formula": "C3H13NO2", "method": "ωB97M-V/def2-TZVPD", "charge": 0, "homo_lumo_gap_ev": 9.0, "e_homo_ev": -8.357, "symbols": ["H", "H", "H", "H", "O", "C", "H", "N", "H", "H", "H", "H", "H", "C", "C", "O", "H", "H", "H"], "positions_angstrom": [[-2.2144, -1.3621, 2.0046], [-3.1055, -1.4850, -0.5842], [0.6435, -1.0979, 1.1664], [-2.0122, -2.9017, -0.3579], [0.9209, 3.4457, -0.4531], [-1.8374, -0.5798, 1.2946], [0.2674, -2.5117, -0.1098], [-1.1334, -0.8927, 0.0524], [3.5941, 0.9893, 0.5296], [-1.2020, -0.0480, 1.9965], [3.6471, 1.2352, -0.9382], [-2.7832, 0.1017, 0.9936], [0.8228, 2.5952, -0.0347], [0.2711, -1.4140, 0.1623], [-2.0927, -1.8133, -0.6624], [3.1420, 0.6544, -0.2881], [-1.8387, -1.8023, -1.8690], [0.7883, -0.7226, -0.6647], [0.7774, 3.3008, -1.3359]]}

=====

*ii*
{"formula": "C3H13NO2", "method": "ωB97M-V/def2-TZVPD", "charge": 0, "homo_lumo_gap_ev": 10.8, "e_homo_ev": -9.833, "symbols": ["H", "C", "H", "H", "H", "N", "O", "H", "H", "H", "H", "H", "H", "C", "C", "H", "H", "O", "H"], "positions_angstrom": [[-1.9345, -0.4145, 0.6282], [1.1573, 0.1842, -0.0197], [-2.2850, 2.7933, -1.0751], [-2.0328, 1.5156, -0.2495], [1.1365, -1.8078, -0.8419], [-0.8499, -1.0447, -0.7437], [-2.4783, 0.2617, 1.1034], [-0.8775, -0.2552, -1.3832], [0.4898, 0.7908, 0.5912], [1.2202, 0.6538, -1.0043], [3.2066, -0.5230, -0.0150], [-1.1167, -1.8557, -1.2847], [2.5057, -0.3902, 1.5848], [0.5165, -1.1822, -0.1975], [2.5399, 0.0869, 0.6002], [0.4489, -1.6974, 0.7676], [-2.9035, -0.1783, 1.8496], [-1.7398, 1.9943, -1.0435], [2.9966, 1.0684, 0.7330]]}

=====

*iii*
{"formula": "C3H13NO2", "method": "ωB97M-V/def2-TZVPD", "charge": 0, "homo_lumo_gap_ev": 10.5, "e_homo_ev": -9.573, "symbols": ["H", "H", "C", "H", "H", "H", "H", "O", "H", "H", "H", "H", "H", "H", "H", "N", "O", "C", "C"], "positions_angstrom": [[1.1965, 2.4362, -1.4099], [1.9579, 0.7592, 1.6672], [0.5096, 0.9638, 0.0073], [0.6330, 1.8690, 1.9855], [0.7949, 0.9379, -2.1547], [-2.5831, -2.7414, -0.4153], [-2.3279, -3.3672, -1.8475], [-2.1452, -1.5204, 1.3735], [1.3290, -0.8365, 0.0111], [1.7584, 2.4452, 1.0240], [-0.0654, -0.9355, -0.6573], [-0.4815, 1.3913, 0.0866], [-1.8129, -1.1191, 0.5727], [2.2919, 1.0273, -1.2434], [-1.8535, -1.0002, 2.1261], [0.3729, -0.5018, 0.1575], [-2.1086, -2.6530, -1.2499], [1.2800, 1.4812, 1.2234], [1.2541, 1.3641, -1.2570]]}

=====

*iv*
{"formula": "C3H13NO2", "method": "ωB97M-V/def2-TZVPD", "charge": 0, "homo_lumo_gap_ev": 8.9, "e_homo_ev": -8.313, "symbols": ["C", "H", "N", "H", "C", "H", "H", "C", "H", "O", "H", "H", "H", "H", "H", "H", "H", "H", "O"], "positions_angstrom": [[1.2025, -0.3320, -0.8237], [1.0509, -1.0346, -0.0502], [0.5198, 0.9405, -0.7965], [2.2517, -0.1651, -0.8162], [0.6964, 1.6476, 0.4685], [-0.7666, -3.1146, -0.2503], [-0.0654, 2.5347, -2.0146], [0.7370, 1.9070, -1.9066], [1.7238, 2.4885, -1.7747], [-1.2741, -3.3151, 0.5271], [1.0627, -0.7916, -1.8355], [-0.8982, -0.9394, 1.9529], [-0.2014, 2.1052, 0.7927], [1.6023, 2.3713, 0.5004], [0.7802, 1.4654, -2.9008], [1.0007, 0.8422, 1.1744], [-2.2832, -0.3578, 1.6657], [-2.2443, -3.2990, 0.4266], [-1.5343, -0.1880, 2.2573]]}

=====

*ii* is favored, and the nearest alternative lies 0.637 eV above it.

=====

*i*
{"formula": "C5H5NS2", "method": "ωB97M-V/def2-TZVPD", "charge": 0, "homo_lumo_gap_ev": 7.4, "e_homo_ev": -7.724, "symbols": ["H", "H", "C", "H", "S", "C", "C", "H", "N", "H", "S", "C", "C"], "positions_angstrom": [[-1.7377, 1.4024, 0.7183], [-1.2333, -2.4960, -0.8973], [0.2839, -1.0776, -0.4661], [-2.9637, -0.8428, -0.0825], [1.6388, -1.8937, -0.9139], [-1.9154, -0.6105, -0.0661], [0.1482, 0.2645, 0.0996], [0.8785, 2.1233, 0.7808], [-0.9913, -1.5424, -0.5328], [3.1993, 2.1126, 0.5786], [2.8329, 0.9013, 0.1026], [1.1451, 1.1557, 0.3582], [-1.2852, 0.5033, 0.3206]]}

=====

*ii*
{"formula": "C5H5NS2", "method": "ωB97M-V/def2-TZVPD", "charge": 0, "homo_lumo_gap_ev": [7.8, 7.8], "e_homo_ev": [-7.768, -7.767], "symbols": ["C", "H", "N", "C", "S", "H", "H", "H", "H", "C", "S", "C", "C"], "positions_angstrom": [[0.1665, -1.9452, 0.0302], [0.0515, -3.0708, -0.0579], [-0.0943, 0.7267, -0.0173], [-2.1614, -0.0732, 0.0067], [-1.5659, -1.6802, 0.0404], [-1.5657, 2.1639, 0.0358], [-3.1693, -0.1504, -0.1161], [1.5072, 2.3921, 0.0672], [3.2024, 0.3589, -0.1144], [2.0958, 0.3504, 0.0127], [1.7960, -1.3922, 0.0335], [-1.3513, 1.0504, 0.0334], [1.0886, 1.2696, 0.0457]]}

=====

*iii*
{"formula": "C5H5NS2", "method": "ωB97M-V/def2-TZVPD", "charge": 0, "homo_lumo_gap_ev": 8.5, "e_homo_ev": -9.464, "symbols": ["S", "H", "C", "C", "H", "C", "C", "N", "H", "S", "C", "H", "H"], "positions_angstrom": [[0.8165, -1.1658, -1.2022], [-1.2159, -2.3038, -0.3966], [1.7850, 0.3143, 1.0458], [0.6499, 0.2529, -0.0203], [2.5724, 0.7237, 0.4810], [-0.9036, -1.3094, -0.7253], [-0.7352, -0.2826, 0.3859], [0.3240, 2.5291, -1.2876], [2.1680, -0.5957, 1.5051], [-1.6422, 0.0188, 1.7053], [0.4570, 1.4652, -0.8311], [1.4666, 1.1132, 1.7153], [-1.5672, -0.9315, -1.4714]]}

=====

*i* is favored, and the nearest alternative lies 1.229 eV above it.

=====

*i*
{"formula": "C5H12S", "method": "ωB97M-V/def2-TZVPD", "charge": 0, "homo_lumo_gap_ev": 8.0, "e_homo_ev": -7.176, "symbols": ["H", "H", "C", "C", "H", "H", "H", "C", "H", "C", "H", "C", "H", "H", "H", "H", "H", "S"], "positions_angstrom": [[2.7274, 0.2081, -1.0191], [-2.0680, 1.0969, -0.3079], [2.2792, 0.4825, 0.0326], [-2.6275, -0.4088, 1.0575], [1.2500, -1.1237, -2.8908], [-2.3166, -1.4468, 1.3788], [0.8436, 1.6191, -1.0655], [-1.8700, 0.1722, 0.1672], [0.4634, 1.4641, 0.7328], [0.7676, 0.9725, -0.0992], [2.8798, 1.0926, 0.6615], [0.1244, -1.4595, 1.0799], [1.0632, -0.9715, -2.1748], [-0.0366, -0.9589, 1.9847], [0.8246, -2.1799, 0.9414], [-3.5416, -0.0622, 1.5061], [2.0543, -0.5271, 0.5801], [-0.2928, -0.6211, -0.3331]]}

=====

*ii*
{"formula": "C5H12S", "method": "ωB97M-V/def2-TZVPD", "charge": 0, "homo_lumo_gap_ev": 9.7, "e_homo_ev": -8.842, "symbols": ["H", "C", "H", "S", "H", "C", "H", "H", "H", "C", "H", "H", "C", "H", "C", "H", "H", "H"], "positions_angstrom": [[1.2568, -1.0491, 2.2539], [-0.5235, -1.0839, 0.9351], [-2.3087, -1.2575, 1.8596], [-0.3683, 2.1574, -0.2588], [0.3759, -0.4889, -1.0361], [1.1944, 2.0620, -1.3351], [0.2815, 0.2644, 2.1686], [1.1057, 1.0625, -1.8055], [1.3160, -1.6256, -0.1785], [0.2623, -0.8073, 2.1851], [-0.1508, -2.0526, -0.9042], [1.0599, 2.8506, -2.1745], [0.3346, -1.2778, -0.3453], [-0.3376, -1.1030, 3.0075], [-1.8353, -1.2521, 0.9323], [-2.3952, -1.3398, -0.0411], [1.9950, 2.1726, -0.6708], [0.1818, 1.2209, 0.6101]]}

=====

*ii* is favored, and the nearest alternative lies 3.547 eV above it.